# 1
Density functional theory data (ωB97M-V with the def2-TZVPD basis set) for a molecular structure, C16H24AuF4N2.

Its largest force on an atom is 0.36 eV/A. The calculation puts the HOMO-LUMO gap (alpha / beta) at 5.19 / 5.19 eV. As for the net charge: +1. The LUMO energy (alpha / beta) is -6.35 / -6.35 eV. The energy above the lowest of the compared OMol25 structures with the same formula, charge and spin comes out at 9.6 kcal per mole. The value obtained for the HOMO energy (alpha / beta) is -11.534 / -11.537 eV.

Geometry (Å):
Au  0.1405  -0.9832  -0.5782
F  3.8400  4.4565  -1.3243
F  4.2444  0.3658  -3.5908
F  2.4622  -0.7208  -1.9668
F  2.0485  3.4447  0.2942
N  -0.3743  -0.8797  1.8122
N  1.2314  0.6337  0.0242
C  4.0833  2.4418  -2.5008
C  0.6578  1.3172  1.1809
C  -3.5221  -0.2523  -2.7187
C  3.4960  3.1842  -1.4938
C  -0.5250  0.5727  1.8078
C  -1.5707  -1.2950  -1.6140
C  0.5015  -1.2867  4.1605
C  -1.9930  -0.2260  -2.6098
C  2.1480  1.2962  -0.7653
C  3.7086  1.1253  -2.6409
C  0.7394  -1.3649  2.6591
C  2.5526  2.6449  -0.6476
C  -1.6545  -1.5570  2.0896
C  -1.6041  -3.0480  1.8291
C  -1.5168  1.1907  -2.2807
C  2.7818  0.5624  -1.7898
H  -1.4288  0.7962  1.2363
H  -0.2418  -2.0088  4.4989
H  -2.4072  -1.0821  1.4577
H  1.4575  1.4502  1.9168
H  -1.5772  -0.4992  -3.5826
H  -0.9991  -3.5812  2.5621
H  -3.8623  0.4290  -3.4993
H  1.6242  -0.7899  2.3855
H  -1.3017  -2.2494  -2.0879
H  -2.6102  -3.4645  1.8709
H  0.3123  2.3172  0.9254
H  -3.8964  -1.2480  -2.9592
H  -0.4295  1.2766  -2.2975
H  -1.1943  -3.2583  0.8351
H  -3.9738  0.0614  -1.7740
H  -1.9156  1.8875  -3.0188
H  1.4338  -1.5119  4.6782
H  0.9415  -2.3953  2.3662
H  -0.6753  0.9784  2.8138
H  -1.8739  1.5088  -1.2962
H  4.8244  2.8824  -3.1536
H  -2.3056  -1.4608  -0.8213
H  -1.9587  -1.3671  3.1253
H  0.1824  -0.2940  4.4823

Forces on the atoms, in the same order (eV/Å):
Au 0.2 0.0 0.1
F 0.0 0.0 0.0
F 0.0 0.0 0.0
F 0.0 0.0 0.0
F 0.0 0.0 0.0
N -0.2 -0.3 0.1
N 0.1 0.2 0.0
C 0.1 0.1 -0.1
C 0.0 0.0 0.0
C 0.0 0.0 0.0
C 0.1 0.0 -0.1
C 0.1 0.1 0.0
C -0.2 0.1 0.1
C 0.0 0.0 0.1
C 0.0 -0.2 -0.1
C 0.0 0.0 0.1
C 0.0 -0.1 0.0
C 0.0 0.0 -0.1
C -0.1 -0.1 0.1
C 0.0 0.1 0.1
C 0.0 -0.1 0.0
C 0.0 0.0 0.1
C 0.0 0.1 0.0
H 0.0 0.0 0.0
H 0.0 0.0 0.0
H 0.0 0.0 0.0
H 0.1 -0.1 0.0
H 0.0 0.0 0.0
H 0.0 0.0 0.0
H 0.0 0.0 0.0
H 0.0 0.0 0.0
H 0.0 0.0 0.0
H 0.0 0.0 0.0
H 0.0 0.0 0.0
H 0.0 0.0 0.0
H 0.0 0.0 0.0
H 0.0 0.0 0.0
H 0.0 0.0 0.0
H 0.0 0.0 0.0
H 0.0 0.0 0.0
H 0.0 0.0 0.0
H 0.0 0.0 0.0
H 0.0 0.0 0.0
H 0.0 0.0 0.0
H -0.1 0.0 -0.1
H 0.0 0.0 0.0
H 0.0 0.0 0.0

***

# 2
Density functional theory data (ωB97M-V with the def2-TZVPD basis set) for a molecular structure, C3H6N4O.

Its largest force on an atom is 8.01 eV/A. The calculation puts the HOMO-LUMO gap at 8.20 eV. The LUMO energy is -1.19 eV. The energy above the lowest of the compared OMol25 structures with the same formula, charge and spin comes out at 307.7 kcal per mole. The value obtained for the HOMO energy is -9.395 eV.

Geometry (Å):
O  0.7903  -0.3081  -0.7333
N  -0.5140  2.1504  -0.2101
N  -0.0323  -0.2374  0.4343
N  -1.0720  -1.2618  -0.1376
N  -2.2133  0.6440  -0.1057
C  2.2201  -0.1988  0.0252
C  -0.8425  1.0575  0.1234
C  -2.2849  -0.6458  -0.0925
H  2.5272  -0.6617  -1.2969
H  -3.2967  -1.0979  -0.3222
H  -1.0176  -2.1211  0.3172
H  2.4062  -1.0656  1.5413
H  0.5219  2.2869  0.1331
H  2.8075  1.4593  0.3239

Forces on the atoms, in the same order (eV/Å):
O 4.5 1.2 5.1
N 5.2 5.2 1.0
N -3.8 -0.7 -3.1
N 0.6 1.6 1.6
N -0.1 -0.4 1.1
C 0.0 -0.2 -4.0
C -4.2 -6.8 -0.1
C -0.9 2.4 -1.5
H 1.1 1.3 4.5
H 1.6 -0.1 0.5
H 0.5 -1.7 1.0
H -0.7 2.1 -4.1
H -2.1 -0.1 -1.4
H -1.6 -4.0 -0.7

***

# 3
Density functional theory data (ωB97M-V with the def2-TZVPD basis set) for a molecular structure, C2HAuFO2.

Its largest force on an atom is 4.40 eV/A. The calculation puts the HOMO-LUMO gap (alpha / beta) at 8.03 / 4.99 eV. As for the net charge: +2. The LUMO energy (alpha / beta) is -13.18 / -17.28 eV. The energy above the lowest of the compared OMol25 structures with the same formula, charge and spin comes out at 10.6 kcal per mole. The value obtained for the HOMO energy (alpha / beta) is -21.209 / -22.270 eV. As for the multiplicity: 4.

Geometry (Å):
Au  2.5805  1.1579  0.0105
F  -2.2422  -0.6840  0.1135
O  -0.1930  1.4240  -0.0233
O  0.7148  -1.9578  0.0101
C  0.5457  -0.8126  -0.0487
C  0.7432  0.5534  -0.0882
H  -2.1489  0.3192  0.0261

Forces on the atoms, in the same order (eV/Å):
Au 1.9 0.8 0.0
F 1.4 3.7 -0.4
O -0.9 0.5 -0.1
O -0.9 3.8 -0.3
C 0.7 -4.3 0.3
C -0.9 -1.0 0.1
H -1.3 -3.4 0.3

***

# 4
Density functional theory data (ωB97M-V with the def2-TZVPD basis set) for a molecular structure, C4H3N2O4S.

Its largest force on an atom is 2.50 eV/A. The calculation puts the HOMO-LUMO gap at 7.99 eV. As for the net charge: -1. The LUMO energy is 3.75 eV. The energy above the lowest of the compared OMol25 structures with the same formula, charge and spin comes out at 68.4 kcal per mole. The value obtained for the HOMO energy is -4.233 eV.

Geometry (Å):
S  0.7909  -0.7658  -0.9413
O  2.0523  0.1062  -0.9269
O  3.1731  1.1445  0.7353
O  0.9430  1.4901  0.5670
O  0.6984  -1.5535  -2.2050
N  -0.6583  -1.3815  1.3580
N  0.3455  -1.8592  0.9918
C  -1.6342  -0.5905  1.0625
C  -0.6091  0.3481  -0.9742
C  -1.5790  0.3172  -0.0102
C  2.0424  1.0721  0.3948
H  -2.3768  1.0200  -0.0517
H  -0.7939  1.1094  -1.8117
H  -2.3945  -0.4570  1.8116

Forces on the atoms, in the same order (eV/Å):
S -1.5 -1.1 -1.7
O -0.1 -0.3 -0.9
O 1.4 0.2 1.0
O -0.8 0.8 1.1
O 0.4 0.7 0.8
N 0.2 -1.0 0.3
N 0.4 0.1 0.1
C -0.9 0.9 1.1
C -1.6 1.0 -0.7
C 1.6 -0.8 -1.7
C 0.8 0.5 -0.5
H -0.6 0.5 -0.2
H 1.0 -1.2 1.1
H -0.1 -0.2 0.2

***

# 5
Density functional theory data (ωB97M-V with the def2-TZVPD basis set) for a single C5H7ClN2O molecule.

Its largest force on an atom is 5.00 eV/A. The calculation puts the HOMO-LUMO gap at 9.45 eV. The LUMO energy is 0.66 eV. The energy above the lowest of the compared OMol25 structures with the same formula, charge and spin comes out at 34.8 kcal per mole. The value obtained for the HOMO energy is -8.788 eV. The SMILES is Cc1c(Cl)n(C)[nH]c1=O.

Geometry (Å):
Cl  -0.4667  -1.5025  -2.1158
O  1.1087  0.4599  2.3357
N  0.5280  1.3940  0.3385
N  0.2054  1.1082  -0.9857
C  0.0257  -0.6360  -0.7834
C  0.4302  -2.2106  1.1568
C  0.7253  0.3539  1.1918
C  -1.0454  1.6827  -1.4428
C  0.3787  -0.8964  0.4629
H  -0.3189  -2.8935  0.7595
H  -1.7266  1.9131  -0.6172
H  0.2490  -2.0295  2.2123
H  -0.8169  2.6011  -1.9863
H  -1.5292  0.9866  -2.1275
H  0.8354  2.3303  0.5590
H  1.4174  -2.6613  1.0422

Forces on the atoms, in the same order (eV/Å):
Cl -0.1 -0.2 -0.2
O 0.2 -0.2 0.2
N -0.3 0.5 0.1
N 0.1 -4.8 0.0
C 0.7 4.9 0.2
C 0.0 0.1 -0.1
C -0.2 0.3 -0.3
C -0.3 0.3 0.1
C -0.2 -0.4 -0.2
H 0.0 0.0 0.0
H 0.0 -0.1 0.0
H 0.0 -0.2 0.1
H -0.1 0.0 0.0
H 0.0 0.1 -0.1
H 0.1 -0.2 0.0
H 0.0 0.0 0.1

***

# 6
Density functional theory data (ωB97M-V with the def2-TZVPD basis set) for a molecular structure, HNO2PS.

Its largest force on an atom is 4.15 eV/A. The calculation puts the HOMO-LUMO gap at 7.89 eV. As for the net charge: -1. The LUMO energy is 3.89 eV. The energy above the lowest of the compared OMol25 structures with the same formula, charge and spin comes out at 29.0 kcal per mole. The value obtained for the HOMO energy is -4.006 eV.

Geometry (Å):
S  -1.9579  0.2844  -0.5611
P  1.0365  -0.7556  0.3778
O  2.2595  -1.0342  -0.3867
O  -1.8661  0.9565  0.8325
N  -0.6869  -0.2397  -1.0614
H  1.2149  0.7886  0.7988

Forces on the atoms, in the same order (eV/Å):
S 0.6 1.9 3.7
P -1.5 2.1 0.9
O 1.1 -0.4 -1.0
O -1.0 -1.2 -2.6
N 1.3 -0.9 -0.5
H -0.4 -1.5 -0.5